The ion C3H8N2O2 with charge +1 at a distorted geometry, computed with the ωB97M-V functional and the def2-TZVPD basis.

Calculated values
Net charge = +1
Highest occupied orbital energy (spin up / spin down) = -15.1 / -13.7 eV
Frontier orbital gap (spin up / spin down) = 0.4129 / 0.1828 Eh
Expectation value of S² = 0.757
Spin multiplicity = 2
Relative energy (zero: lowest compared OMol25 entry of this formula, charge and spin) = 193.6 kJ/mol

Geometry (Å):
C -0.130 -0.938 0.460
N -0.893 -0.597 -0.658
C -1.523 0.643 -1.008
O -0.808 1.451 -1.817
O -2.714 0.693 -0.960
C 1.254 -0.220 0.373
N 1.712 0.243 1.665
H -0.535 -0.684 1.445
H -0.037 -2.019 0.531
H -1.373 -1.346 -1.143
H -1.353 1.589 -2.606
H 1.238 0.703 -0.222
H 2.015 -0.858 -0.087
H 1.026 0.171 2.406
H 2.120 1.170 1.620

Atoms 1-2, force components in eV/Å:
0.745 -0.363 0.690
0.156 0.251 0.249

Per-atom Mulliken charges, elementary charge units: C -0.4346; N -0.0874; C 0.4207; O -0.4378; O -0.4081; C -0.3540; N -0.2999; H 0.3267; H 0.3627; H 0.3405; H 0.3539; H 0.3096; H 0.3245; H 0.2914; H 0.2917

---

An isolated molecule of C3H8N2O2S at a distorted geometry, computed with the ωB97M-V functional and the def2-TZVPD basis.

Calculated values
Highest occupied orbital energy = -8.9 eV
Frontier orbital gap = 0.3466 Eh
SMILES = NS(=O)(=O)CN1CC1
Spin multiplicity = 1
Relative energy (zero: lowest compared OMol25 entry of this formula, charge and spin) = 298.4 kJ/mol

Geometry (Å):
N 2.586 0.997 0.058
S 1.374 -0.225 -0.128
O 1.248 -0.949 1.103
O 1.694 -0.884 -1.316
C -0.416 1.148 -0.062
N -1.587 0.398 -0.013
C -1.698 -0.860 0.641
C -1.798 -0.802 -0.801
H 2.612 1.459 0.978
H 3.452 0.664 -0.266
H -0.089 1.675 0.888
H -0.242 1.839 -0.857
H -2.575 -0.977 1.329
H -1.038 -1.479 1.181
H -0.902 -1.136 -1.303
H -2.622 -0.868 -1.431

Atoms 1-2, force components in eV/Å:
-2.237 0.093 0.509
-1.414 4.797 3.033

Per-atom Mulliken charges, elementary charge units: N -0.5390; S 0.9145; O -0.5701; O -0.5808; C -0.4710; N -0.1948; C -0.3155; C -0.2475; H 0.2525; H 0.2593; H 0.3183; H 0.3313; H 0.2211; H 0.2110; H 0.1666; H 0.2442

---

A structure of composition C3H8N2O5PS2Zn at a distorted geometry, computed with the ωB97M-V functional and the def2-TZVPD basis.

Calculated values
Net charge = +1
Highest occupied orbital energy = -13.6 eV
Frontier orbital gap = 0.1536 Eh
Spin multiplicity = 1

Geometry (Å):
N 2.337 1.249 1.881
P 1.837 1.066 0.343
S 2.014 -1.024 -0.251
O 2.434 -1.957 0.937
O 3.244 -1.055 -1.240
N 0.649 -1.612 -1.168
S -0.714 -2.015 -0.153
O -1.818 -2.594 -1.122
O -0.449 -3.120 0.897
C -1.499 -0.569 0.740
C -1.945 0.513 -0.607
C -2.296 2.141 -0.116
O -3.418 1.036 -0.593
H 2.610 0.303 2.218
H 2.674 1.906 -0.502
H 0.487 1.562 0.272
H -0.768 0.045 1.417
H -2.529 -0.829 1.260
H -1.352 0.350 -1.701
H -1.936 1.962 0.989
H -1.647 2.564 -1.002
Zn 2.082 0.078 -2.500

Atoms 1-2, force components in eV/Å:
-0.847 -1.617 -2.814
0.714 2.248 5.288

Per-atom Mulliken charges, elementary charge units: N -0.6045; P 0.2914; S 1.2714; O -0.4445; O -0.5465; N -0.3516; S 0.9580; O -0.5607; O -0.5100; C -0.6346; C 0.1238; C -0.5304; O -0.3217; H 0.3206; H 0.1645; H 0.1047; H 0.4029; H 0.3423; H 0.2314; H 0.2944; H 0.2831; Zn 0.7161

---

An isolated molecule of C3H8N2OS at a distorted geometry, computed with the ωB97M-V functional and the def2-TZVPD basis.

Calculated values
Highest occupied orbital energy = -9.4 eV
Frontier orbital gap = 0.3693 Eh
SMILES = NC(=O)[C@H](N)CS
Spin multiplicity = 1
Relative energy (zero: lowest compared OMol25 entry of this formula, charge and spin) = 152.3 kJ/mol

Geometry (Å):
N -1.680 1.285 -0.086
C -1.625 -0.111 -0.139
O -2.618 -0.905 -0.327
C -0.099 -0.562 0.241
N 0.436 0.212 1.264
C 0.841 -0.130 -1.121
S 2.583 -0.282 -0.777
H -0.946 1.642 0.530
H -2.564 1.676 0.203
H 0.074 -1.660 0.395
H 0.439 -0.282 2.232
H 1.465 0.457 1.060
H 0.605 -0.784 -2.007
H 0.553 0.978 -1.252
H 2.535 -1.534 -0.218

Atoms 1-2, force components in eV/Å:
-0.100 -1.088 0.439
-1.977 -2.312 0.901

Per-atom Mulliken charges, elementary charge units: N -0.4738; C 0.3633; O -0.6226; C -0.0299; N -0.5829; C -0.6976; S -0.2647; H 0.2864; H 0.2811; H 0.4171; H 0.2456; H 0.2050; H 0.3653; H 0.3668; H 0.1408

---

An isolated molecule of C3H8N2OS at a distorted geometry, computed with the ωB97M-V functional and the def2-TZVPD basis.

Calculated values
Highest occupied orbital energy = -9.5 eV
Frontier orbital gap = 0.3683 Eh
SMILES = NC(=O)NCCS
Spin multiplicity = 1
Relative energy (zero: lowest compared OMol25 entry of this formula, charge and spin) = 36.3 kJ/mol

Geometry (Å):
N 1.185 1.382 0.930
C -0.134 1.747 0.861
O -0.570 2.776 1.338
N -0.984 0.958 0.102
C -0.887 -0.465 -0.097
C 0.316 -0.894 -0.999
S -0.026 -2.506 -1.782
H 1.650 1.727 1.755
H 1.399 0.440 0.664
H -1.915 1.289 0.319
H -1.753 -0.847 -0.641
H -0.818 -1.087 0.801
H 1.161 -1.140 -0.375
H 0.498 -0.132 -1.745
H 0.879 -3.249 -1.129

Atoms 1-2, force components in eV/Å:
-0.114 -0.217 0.189
-0.425 0.384 -0.323

Per-atom Mulliken charges, elementary charge units: N -0.3560; C 0.4631; O -0.6360; N -0.1831; C -0.6095; C -0.7683; S -0.2180; H 0.2471; H 0.1866; H 0.2449; H 0.5319; H 0.2457; H 0.3409; H 0.3823; H 0.1283

---

A cluster of 2 separate species, C3H8N2OS in total at a distorted geometry, computed with the ωB97M-V functional and the def2-TZVPD basis.

Calculated values
Highest occupied orbital energy (spin up / spin down) = -5.9 / -8.4 eV
Frontier orbital gap (spin up / spin down) = 0.2181 / 0.3391 Eh
Spin multiplicity = 1
Relative energy (zero: lowest compared OMol25 entry of this formula, charge and spin) = 602.5 kJ/mol

Geometry (Å):
C 1.324 -1.431 0.807
C -2.078 0.146 -1.100
C -0.548 -0.062 1.097
N 1.364 1.679 -0.870
N 1.401 1.567 0.328
O 0.080 -0.946 0.279
S -1.941 0.807 0.581
H 1.305 -2.035 1.636
H 1.828 -0.441 1.004
H 1.668 -1.952 -0.164
H -1.610 0.844 -1.757
H -3.183 -0.222 -1.295
H -1.502 -0.728 -1.189
H 0.091 0.137 1.992
H 1.801 2.637 -1.350

Atoms 1-2, force components in eV/Å:
0.530 2.748 -4.715
-2.548 -0.533 0.312

Per-atom Mulliken charges, elementary charge units: C -0.7050; C -0.7985; C -0.2665; N -0.1286; N -0.1545; O -0.2932; S -0.0981; H 0.2842; H 0.3881; H 0.1905; H 0.2991; H 0.3138; H 0.2879; H 0.4376; H 0.2431

---

An isolated molecule of C3H8N2OS at a distorted geometry, computed with the ωB97M-V functional and the def2-TZVPD basis.

Calculated values
Highest occupied orbital energy = -9.0 eV
Frontier orbital gap = 0.3570 Eh
SMILES = NC(=O)NCCS
Spin multiplicity = 1
Relative energy (zero: lowest compared OMol25 entry of this formula, charge and spin) = 58.0 kJ/mol

Geometry (Å):
N -0.653 1.543 -2.089
C -1.178 0.840 -1.053
O -2.309 0.974 -0.647
N -0.246 -0.068 -0.481
C -0.232 -0.072 0.949
C 0.807 -1.015 1.585
S 2.410 -1.146 0.716
H -1.038 2.416 -2.403
H 0.333 1.455 -2.259
H -0.096 -0.930 -0.981
H -1.185 -0.374 1.387
H -0.059 0.937 1.322
H 0.404 -2.021 1.678
H 1.071 -0.593 2.542
H 1.971 -1.944 -0.266

Atoms 1-2, force components in eV/Å:
0.737 0.172 -0.517
-0.274 -0.323 0.017

Per-atom Mulliken charges, elementary charge units: N -0.4217; C 0.4363; O -0.5780; N -0.0950; C -0.3380; C -0.7831; S -0.1877; H 0.2333; H 0.2268; H 0.1803; H 0.2677; H 0.2806; H 0.3393; H 0.3604; H 0.0786

---

A cluster of 2 separate species, C3H8N2OS in total at a distorted geometry, computed with the ωB97M-V functional and the def2-TZVPD basis.

Calculated values
Highest occupied orbital energy = -8.5 eV
Frontier orbital gap = 0.3377 Eh
SMILES = [H]/N=N/[H].C1COSC1
Spin multiplicity = 1
Relative energy (zero: lowest compared OMol25 entry of this formula, charge and spin) = 421.7 kJ/mol

Geometry (Å):
H 4.421 -1.809 0.261
N 3.790 -0.877 0.274
N 2.657 -1.360 0.452
H 1.906 -0.685 0.559
C -1.695 0.202 -0.529
C -1.360 -0.139 0.904
O 0.036 -0.183 1.034
S 0.744 0.997 0.019
C -0.781 1.277 -1.058
H -1.535 -0.734 -1.153
H -2.731 0.540 -0.517
H -1.853 0.497 1.661
H -1.952 -1.114 1.066
H -0.438 1.142 -2.152
H -1.208 2.246 -0.820

Atoms 1-2, force components in eV/Å:
-1.021 2.482 -0.255
-0.091 -2.663 0.417

Per-atom Mulliken charges, elementary charge units: H 0.2471; N -0.3303; N -0.2220; H 0.4342; C -0.5767; C -0.3304; O -0.4290; S -0.0837; C -0.5041; H 0.2565; H 0.3232; H 0.3259; H 0.2574; H 0.3129; H 0.3189

---

Q: Which value of spin multiplicity does entry 1 give?
A: 2